Record 1
Here is a molecular structure, C25H12BrCeCl5F6N3O2 from OMol25. Energies are from the ωB97M-V functional and the def2-TZVPD basis.

Results
**Frontier orbital gap (alpha / beta)**: 5.54 / 5.54 eV
**Net charge**: +1

```
55
Properties=species:S:1:pos:R:3:forces:R:3:lowdin_charge:R:1
Ce -1.15801 -1.66057 -1.30032 -0.12 -0.26 -0.67 1.44
Br 4.99270 2.10869 4.34938 -0.07 0.06 -0.14 0.77
C 4.16795 2.90115 2.84009 0.07 -0.06 0.12 -0.68
C 4.91912 3.68173 1.97503 0.07 -0.07 0.09 -0.11
C 4.30424 4.28575 0.89392 -0.16 0.05 -0.26 -0.01
C 2.95311 4.06257 0.63923 0.23 -0.56 0.63 -0.28
C 2.20888 3.27685 1.52328 -0.04 0.18 -0.21 -0.03
C 2.81071 2.71048 2.63087 0.02 -0.04 0.00 -0.13
N 2.33136 4.79267 -0.39782 -0.33 0.43 -0.27 0.11
N 1.51112 4.30398 -1.18242 0.24 0.46 -0.13 0.09
C 1.31476 2.91773 -1.34786 0.10 -0.88 0.03 -0.22
C 2.35314 2.02198 -1.51248 -0.09 0.55 -0.01 0.02
C 2.12284 0.69178 -1.85321 -0.26 -0.60 -0.16 0.04
C 0.84424 0.19515 -2.04567 0.41 1.57 0.15 -0.33
O 0.60512 -1.07804 -2.35332 -1.04 -0.80 0.01 -0.19
C -0.24926 1.11527 -1.89259 0.36 -0.19 -0.03 -0.15
N -1.52126 0.62251 -2.02810 -0.07 0.09 0.02 -0.01
C -2.54879 1.42438 -1.80917 -0.03 -0.10 -0.15 -0.07
C -2.40108 2.77001 -1.45911 0.06 0.12 -0.02 0.00
C -1.13931 3.29021 -1.34113 -0.10 -0.04 -0.03 0.05
C -0.01346 2.46441 -1.54971 -0.02 -0.05 0.15 -0.07
H 5.97314 3.83228 2.16163 -0.01 0.02 -0.01 0.11
H 4.86937 4.92239 0.22538 -0.01 0.04 0.03 0.12
H 1.14559 3.14939 1.35869 -0.01 0.00 0.03 0.12
H 2.23143 2.13043 3.33647 0.02 0.03 0.02 0.10
H 3.37035 2.37434 -1.40531 0.01 -0.06 0.03 0.13
H 2.95461 0.01079 -1.98557 0.01 0.03 -0.01 0.14
H -3.53516 0.98985 -1.92404 0.00 -0.02 0.05 0.12
H -3.27869 3.37279 -1.27737 0.00 0.01 -0.05 0.12
H -0.98395 4.32877 -1.07861 -0.01 0.00 -0.01 0.13
Cl -4.88957 -1.73968 -1.18531 -0.12 0.23 0.04 0.74
C -4.23168 -3.31808 -1.48310 0.33 0.33 -0.04 -0.68
C -2.86489 -3.36157 -1.69244 0.11 -0.38 0.17 -0.34
C -2.31699 -4.62388 -1.85065 -0.06 0.52 -0.02 -0.66
Cl -0.57491 -4.63617 -2.03583 0.20 0.02 -0.13 0.80
C -3.05189 -5.79614 -1.84584 -0.02 -0.14 -0.02 -0.69
Cl -2.29013 -7.31585 -2.04844 0.01 0.04 0.00 0.74
C -4.43644 -5.69855 -1.66698 0.01 0.01 0.00 -0.68
Cl -5.39246 -7.11467 -1.66394 0.03 0.05 0.00 0.74
C -5.03765 -4.44702 -1.48003 -0.04 -0.10 -0.01 -0.69
Cl -6.72735 -4.31926 -1.24460 0.02 0.02 0.01 0.74
C 1.14139 -0.41074 1.76182 -0.27 0.06 -0.22 0.06
C -0.16268 -1.17985 1.55556 0.52 -0.64 1.02 -0.40
O -0.96751 -0.67919 0.56092 -0.06 -0.27 -0.57 -0.20
C -0.96000 -1.19575 2.88534 -0.20 0.12 -0.10 -0.56
F -2.09517 -1.89390 2.75635 0.06 0.07 0.06 0.18
F -1.27691 0.05818 3.21775 -0.02 -0.06 -0.01 0.18
F -0.24970 -1.72872 3.88127 0.00 0.01 -0.03 0.19
C 0.16876 -2.64597 1.16322 0.03 -0.29 0.27 -0.53
F 0.80920 -3.38500 2.02365 0.07 0.12 0.09 0.25
F -0.97420 -3.31050 0.79439 0.06 0.16 0.07 0.10
F 0.89644 -2.62885 -0.00894 -0.03 0.21 0.17 0.09
H 0.89274 0.58377 2.12470 0.03 -0.01 0.01 0.09
H 1.65567 -0.30732 0.80735 0.06 -0.02 0.03 0.10
H 1.78115 -0.91499 2.48368 0.04 0.04 0.00 0.12
```
Forces are in eV/Å.

Record 2
Here is C25H12Cl3N5O3 in the gas phase from OMol25. Energies are from the ωB97M-V functional and the def2-TZVPD basis.

Results
**Frontier orbital gap**: 6.56 eV
**Structure (SMILES)**: Cc1[nH]n2c(=O)c3cc(Cl)c(Cl)c(Cl)c3nc2c1/N=N/c1cccc2c1C(=O)c1ccccc1C2=O

```
48
Properties=species:S:1:pos:R:3:forces:R:3:lowdin_charge:R:1
O 2.55246 -2.06596 5.06403 1.64 -0.34 -0.31 0.10
O -0.72957 0.16766 1.60954 0.04 0.37 -0.24 0.11
O -2.57786 2.07161 -5.12375 2.86 -0.02 3.39 0.00
Cl -1.98038 7.11033 -3.02630 0.34 -1.27 0.34 0.61
Cl 0.22565 6.67900 -0.81581 -0.46 -1.03 -0.06 0.67
Cl 1.14909 3.47783 -0.17318 -0.27 0.74 -0.50 0.71
N 0.03789 1.64589 -2.04469 -0.09 -0.27 -0.38 0.15
N 0.77187 -1.43393 -1.80716 1.05 0.92 2.06 0.09
N 0.60006 -0.93328 -0.62506 0.53 0.94 -2.06 0.08
C 1.81667 -1.73892 4.15847 1.27 0.08 0.58 -0.33
C 0.01866 -0.50777 2.27000 -1.10 -0.41 0.87 -0.30
C -1.77152 1.97683 -4.11612 -4.68 1.28 -4.83 -0.27
C -0.39280 0.67329 -2.78524 1.24 -1.38 2.13 -0.19
C 0.07882 -0.74731 -2.77520 -0.80 -0.65 -0.57 -0.13
C -0.52607 -1.43299 -3.85181 0.83 1.00 3.33 -0.18
C -1.36023 -1.85463 6.17200 0.00 -0.44 -0.53 -0.07
C -2.25822 -1.37183 5.20309 1.59 0.00 -0.76 -0.05
C 3.94487 -2.07908 0.96262 -0.91 0.41 0.07 -0.06
C 2.91382 -1.67583 0.01122 0.18 0.24 -0.34 0.00
C -1.82188 4.44804 -3.51652 1.61 -0.99 2.24 -0.03
C -0.01775 -2.03520 5.84029 0.47 1.05 -1.21 0.02
C -1.83186 -0.96267 3.90450 -0.96 0.68 1.61 0.00
C 3.62460 -1.94314 2.30731 -2.97 -0.40 1.39 -0.02
C -1.40840 5.44301 -2.66294 0.05 1.38 -0.17 -0.58
C -0.45884 5.26762 -1.58387 0.38 -0.50 -1.43 -0.64
C 0.06210 3.97696 -1.43851 -1.01 0.03 0.58 -0.57
C -0.47428 2.91733 -2.24523 1.37 -1.13 0.42 -0.24
C 1.59154 -1.14688 0.32053 2.46 -2.04 2.91 -0.15
C -1.35108 3.13999 -3.27948 -0.34 -0.42 -0.39 -0.07
C 0.43822 -1.61686 4.53888 -3.38 0.85 0.40 -0.09
C -0.46621 -0.98507 3.64146 0.64 -1.19 -0.30 -0.07
C 2.27774 -1.51039 2.74710 0.41 0.61 -2.76 -0.03
C 1.32696 -0.98066 1.79029 1.81 -1.72 -1.27 0.01
N -1.42933 -0.57734 -4.32245 -0.06 2.53 -1.81 0.15
N -1.38192 0.72945 -3.72684 1.56 -1.96 0.86 0.10
C -0.50262 -2.91253 -4.19145 0.48 1.02 1.50 0.02
H -1.76848 -2.17333 7.14956 0.47 0.34 -0.62 0.11
H -3.26040 -1.31365 5.53300 -1.09 0.19 -0.20 0.08
H 4.96403 -2.57112 0.74214 -1.95 1.09 -0.26 0.13
H 3.15559 -1.73681 -1.07154 -0.25 -0.11 0.89 0.10
H -2.47011 4.55093 -4.30011 -1.58 0.81 -1.81 0.09
H 0.74295 -2.34638 6.55683 -0.37 -0.21 -0.25 0.12
H -2.56942 -0.48979 3.21037 0.94 -0.61 0.54 0.13
H 4.15569 -2.38668 3.15623 0.46 0.33 -0.60 0.11
H -2.25554 -0.94383 -4.67423 -1.97 0.15 -1.02 0.15
H -1.47300 -3.36610 -3.98849 0.07 -0.04 -0.12 0.09
H -0.18456 -3.06545 -5.18960 -0.01 -0.11 -1.18 0.07
H 0.27304 -3.37035 -3.55391 -0.52 0.18 -0.11 0.09
```
Forces are in eV/Å.

Record 3
Here is a molecular structure, C25H14Co2N2O6 from OMol25. Energies are from the ωB97M-V functional and the def2-TZVPD basis.

Results
**Frontier orbital gap**: 5.38 eV
**Net charge**: -2

```
49
Properties=species:S:1:pos:R:3:forces:R:3:lowdin_charge:R:1
C 0.07383 3.18473 1.82608 1.08 -0.62 -0.37 -0.08
C -0.85204 2.13137 2.36804 0.56 -1.41 -0.17 -0.39
C -0.14975 1.30991 3.40193 1.23 -1.22 -1.28 -0.31
N 0.52626 0.57654 4.02473 -0.95 1.13 -0.75 0.15
C -1.55520 1.26667 1.38553 1.43 0.37 0.48 -0.16
C -1.59191 1.64348 0.03485 -0.33 0.55 -0.02 -0.02
C -2.03308 0.76467 -0.92473 0.25 0.02 -0.84 -0.05
C -2.35949 -0.54875 -0.59235 -0.55 0.03 0.42 -0.27
C -2.77000 -1.47345 -1.60153 -0.90 -1.43 -1.81 -0.21
N -3.13515 -2.20431 -2.44661 0.86 1.47 1.78 0.09
C -2.37359 -0.91558 0.76283 0.50 -0.17 0.27 -0.04
C -1.94897 -0.02993 1.74324 -0.06 -0.74 -0.33 -0.05
H -0.37649 3.92237 1.17741 -0.35 0.05 -0.03 0.06
H 0.55491 3.71457 2.64517 0.16 -0.04 -0.05 0.08
H 0.82417 2.63343 1.25451 0.56 0.33 -0.31 0.08
H -1.27690 2.64997 -0.25795 -0.20 -0.45 0.16 0.11
H -2.05574 1.07099 -1.97652 0.00 -0.12 0.38 0.11
H -2.63404 -1.93857 1.03307 -0.01 0.23 -0.04 0.12
H -1.84833 -0.36949 2.78537 -0.16 0.28 -0.76 0.10
O -2.04019 5.81318 3.92477 0.68 0.10 0.16 0.06
C -1.96738 4.70648 3.47911 -1.86 -2.44 -1.88 -0.25
Co -1.81104 2.85992 3.83663 -0.81 1.10 3.06 0.19
C -2.70362 4.17703 2.14005 -0.24 3.73 0.46 -0.38
O -2.48013 4.66350 1.01605 0.04 -1.52 0.73 -0.01
C -0.54163 3.22405 4.93176 2.75 0.28 1.67 -0.17
O 0.35899 3.48714 5.61673 -1.21 0.04 -0.47 0.11
C -3.26734 2.74782 5.11941 -0.59 3.01 -2.23 -0.27
C -3.23858 3.45879 6.38946 -0.32 -0.03 -0.49 -0.21
C -2.39493 3.01386 7.43634 -0.74 -0.20 -1.00 -0.05
C -2.34101 3.71599 8.61311 0.14 0.02 0.53 -0.12
C -3.09339 4.88080 8.77372 -0.36 0.13 -0.14 -0.12
C -3.95181 5.30034 7.73909 0.43 -0.23 0.69 -0.11
C -4.04068 4.59630 6.55090 0.21 -0.24 0.20 -0.04
C -3.70418 2.70061 3.74531 1.18 3.31 2.88 -0.35
C -3.98000 3.53438 2.60899 -1.86 0.55 -1.30 -0.16
Co -3.64985 1.11972 4.48194 -1.55 -6.93 1.43 0.09
C -2.30400 0.29081 5.30671 1.08 -1.48 0.05 -0.17
O -1.62669 -0.37872 5.96910 -0.67 0.91 -0.39 0.07
C -4.48504 0.40949 3.13923 0.78 -1.56 -1.53 -0.20
O -5.03891 -0.15298 2.29219 -0.30 0.82 0.50 0.10
C -4.96495 0.31928 5.42571 -0.31 1.18 0.98 -0.14
O -5.80573 -0.24439 5.97885 0.30 -0.24 -0.29 0.08
H -1.83857 2.08713 7.26439 -0.08 0.42 0.20 0.11
H -1.72341 3.31780 9.42426 -0.13 0.34 -0.17 0.10
H -3.03561 5.42968 9.71926 -0.10 -0.10 -0.37 0.08
H -4.57734 6.16037 7.88898 -0.14 0.40 0.08 0.08
H -4.72766 4.88567 5.74201 0.45 -0.08 0.45 0.12
H -4.47537 2.94791 1.81698 0.21 0.33 -0.07 0.12
H -4.66493 4.35871 2.89272 -0.08 0.10 -0.46 0.12
```
Forces are in eV/Å.

Record 4
Here is a molecular structure, C25H15AsF6N3O14S6W from OMol25. Energies are from the ωB97M-V functional and the def2-TZVPD basis.

Results
**Frontier orbital gap**: 5.40 eV
**Net charge**: -1

```
71
Properties=species:S:1:pos:R:3:forces:R:3:lowdin_charge:R:1
W 0.47567 -0.14980 0.02213 0.39 1.00 -0.49 1.95
O 3.33356 2.81003 5.80866 -0.20 -0.11 0.19 -0.03
C 3.51955 3.23744 4.66125 0.14 0.03 0.05 -0.70
O 4.33009 4.05637 4.20868 0.04 0.16 -0.18 -0.02
C 2.60908 2.58728 3.58740 -0.03 -0.17 -0.20 -0.05
C 1.60885 1.68142 3.93159 0.03 0.06 -0.02 0.04
C 0.89892 1.01367 2.96008 -0.21 0.17 0.00 -0.13
N 1.16394 1.19025 1.64794 0.09 -0.25 -0.06 -0.03
C 2.08847 2.10891 1.31507 0.04 0.21 0.10 -0.19
C 2.81022 2.83557 2.22962 -0.21 -0.02 -0.01 0.09
C 2.22756 2.26189 -0.15242 -0.25 0.26 -0.32 -0.54
O 2.76478 3.16586 -0.72433 0.10 -0.39 0.20 0.15
O 1.58234 1.25973 -0.77591 0.38 0.02 -0.06 -0.27
H 1.41168 1.50490 4.97940 0.01 -0.01 0.02 0.13
H 0.09025 0.34398 3.21597 0.11 0.00 0.00 0.09
H 3.53352 3.57111 1.90910 0.07 -0.01 0.00 0.14
O -2.89618 -2.09370 1.16109 -0.09 0.02 -0.14 -0.21
As -1.41156 -1.86114 2.03690 -0.31 0.26 0.31 1.00
O -1.62647 -1.68075 3.62367 0.10 0.14 -0.12 -0.39
O -0.95898 -0.32804 1.22317 0.18 -0.97 0.37 -0.60
C -0.52033 -3.55715 1.67358 0.11 -0.09 -0.18 -0.21
C -1.40483 -4.62835 1.62723 0.04 0.01 -0.02 -0.06
C -0.92928 -5.92293 1.45536 -0.11 0.04 0.00 -0.05
C 0.42516 -6.17059 1.33138 0.11 0.03 -0.01 -0.05
C 1.32457 -5.11800 1.40120 -0.11 -0.04 -0.02 -0.03
C 0.84120 -3.83040 1.56272 -0.06 -0.12 0.03 -0.27
S 2.01739 -2.55828 1.78465 0.07 0.38 0.34 0.71
O 2.84379 -2.35030 0.48581 0.01 0.05 -0.05 -0.15
O 2.89919 -2.93935 2.82473 0.01 -0.02 -0.05 -0.17
O 1.23980 -1.32639 1.92259 0.05 -0.06 0.26 -0.41
H -2.80659 -1.71847 0.26679 0.06 0.00 0.01 0.03
H -2.46766 -4.44998 1.72304 0.03 -0.01 -0.04 0.11
H -1.63205 -6.74380 1.41750 -0.03 -0.01 0.01 0.11
H 0.78596 -7.17979 1.19305 0.02 -0.02 0.00 0.11
H 2.38945 -5.29067 1.33623 0.05 0.00 0.00 0.13
F 2.54167 -1.61248 -1.58125 0.05 0.11 0.33 0.04
C 2.62527 -1.13497 -0.29090 -0.19 -0.25 -0.94 -0.32
F 0.33475 -2.03675 -0.29541 -0.14 0.01 -0.04 -0.37
C 4.00213 -0.42571 -0.27349 -0.06 -0.22 0.23 -0.59
F 4.98765 -1.32708 -0.42272 -0.02 0.07 -0.04 0.16
F 4.10961 0.45488 -1.25586 0.01 0.02 -0.04 0.19
F 4.20047 0.19526 0.89343 -0.06 0.01 0.12 0.18
C -3.22021 3.10043 1.96111 -0.01 -0.03 -0.03 -0.37
S -1.48036 3.15800 2.44964 0.01 -0.14 0.03 0.85
C -0.78019 3.83285 0.98505 0.01 0.14 0.12 -0.98
C -0.68708 3.25946 -0.23063 0.13 0.02 -0.33 -1.05
S -1.22217 1.68707 -0.75384 -0.25 -0.32 0.58 0.74
S -0.10850 4.30621 -1.50621 0.06 -0.06 -0.13 0.94
C 0.18367 5.71815 -0.56637 0.02 0.19 -0.07 -1.49
S 0.74650 7.13684 -1.17307 -0.03 -0.13 0.06 0.53
S -0.21634 5.47479 1.09936 -0.01 0.09 0.10 0.93
H -3.73650 2.58740 2.77118 -0.02 0.01 0.01 0.04
H -3.32987 2.52413 1.04530 0.00 -0.01 0.00 0.01
H -3.62745 4.10197 1.84441 0.01 0.02 -0.01 0.04
F -5.35346 0.66433 -4.28453 0.05 -0.03 0.01 0.09
C -4.09210 0.41715 -4.65063 0.04 0.01 -0.01 -0.18
C -3.32604 -0.44410 -3.97962 -0.11 0.07 0.01 0.05
N -2.02914 -0.72099 -4.36349 -0.06 -0.03 0.03 0.01
C -1.22130 -1.63048 -3.56031 0.20 0.25 -0.21 -0.01
C -0.90631 -0.97840 -2.23047 -0.07 -0.13 0.38 -0.62
O -1.72925 -1.04643 -1.31031 -0.22 0.02 -0.27 -0.07
O 0.21201 -0.37187 -2.05761 0.00 -0.28 0.20 -0.15
C -1.44131 -0.10007 -5.45218 -0.12 0.05 -0.05 -0.46
O -0.32001 -0.33486 -5.83040 0.20 -0.03 -0.04 0.10
N -2.26297 0.80895 -6.09370 0.05 0.01 -0.06 0.22
C -3.58558 1.13726 -5.81657 -0.04 -0.04 0.09 -0.40
O -4.20416 1.92553 -6.48817 -0.04 0.07 -0.05 0.11
H -3.68217 -0.95446 -3.09588 0.00 0.00 0.00 0.15
H -0.31739 -1.84993 -4.12497 -0.05 0.03 0.08 0.14
H -1.78495 -2.54130 -3.35802 0.03 0.03 -0.03 0.14
H -1.83998 1.28870 -6.87780 -0.03 -0.06 0.05 0.17
```
Forces are in eV/Å.

Listing energy above the lowest of the compared OMol25 structures with the same formula, charge and spin for the structures above in their given order: 0.6 57.1 65.5 24.9 kcal per mole.
Listing total energy for the structures above in their given order: -196567.87197 -77275.89994 -116665.96594 -203289.16528 eV.